{
  "formula": "C32H42Cl2IN2O2PtSSi",
  "method": "wB97M-V/def2-TZVPD",
  "energy_ha": -3529.325306,
  "charge": 1,
  "homo_ev": [-9.76, -9.76],
  "gap_ev": [4.26, 4.26],
  "species": ["H", "S", "O", "C", "H", "H", "C", "C", "H", "O", "C", "C", "C", "C", "C", "H", "H", "H", "H", "C", "H", "C", "C", "H", "C", "H", "H", "H", "C", "H", "H", "H", "H", "C", "H", "H", "I", "H", "Cl", "N", "H", "H", "C", "C", "C", "H", "H", "H", "H", "H", "C", "C", "C", "C", "C", "Cl", "H", "C", "C", "H", "C", "C", "H", "C", "H", "C", "Pt", "Si", "H", "H", "H", "H", "H", "N", "H", "C", "C", "H", "H", "H", "C", "H", "H", "C"],
  "coordinates": [[5.3405, 5.2669, 2.2382], [2.1424, -1.5168, 0.3696], [4.9964, 4.5289, 1.7263], [1.6646, -2.6919, 4.7270], [-0.5447, -2.6409, 1.0791], [-3.4730, -0.7466, 3.0621], [3.1527, 3.2530, -0.0988], [-1.6133, -3.0136, -0.7878], [-4.3346, 0.9164, -3.3771], [3.1456, 0.7466, -1.5284], [-3.7036, -1.0818, 0.9503], [2.1048, -3.2494, 2.4381], [1.9353, -1.9063, 2.0473], [1.9767, -3.6340, 3.7596], [-0.3913, -2.8831, -1.7058], [1.2556, -0.6221, 5.1215], [6.8940, 4.3718, 0.9122], [2.1284, -4.6671, 4.0275], [0.2321, -3.7705, -1.6052], [0.1640, 6.1370, -0.3957], [-3.8539, 1.0792, 0.7985], [1.4869, -1.3648, 4.3749], [5.3093, -0.9740, -1.5894], [2.1531, 5.4802, -0.7909], [-3.5096, -0.8069, -2.3844], [4.9403, -1.5771, -0.7566], [-2.6887, -2.3715, -3.6688], [6.2856, -1.3425, -1.8879], [-0.4329, 3.4708, -0.0507], [5.6537, 5.0588, -0.1671], [-5.2654, -2.1133, 2.0080], [-1.9250, 6.4906, -0.0383], [-5.3526, -1.2643, -3.4010], [-1.1139, -3.4312, 0.5992], [-2.7264, 1.1874, -2.7363], [-0.6778, -2.7987, -2.7479], [-1.0760, 1.3621, -0.1767], [0.4052, 7.1760, -0.5520], [2.4926, -4.4266, 1.2472], [1.9157, 2.9013, -0.3733], [-4.1120, 1.1710, -1.6524], [7.7125, 2.4572, -0.0866], [1.6394, -0.9770, 3.0547], [5.8415, 4.3030, 0.6157], [0.8998, 3.8215, -0.2850], [-2.4564, 4.0961, 0.1895], [4.5904, -1.0625, -2.4020], [3.3155, 4.1939, 0.4196], [-4.8427, -2.5312, -2.2940], [1.5821, -2.9885, 5.7597], [5.6031, 2.9373, 0.0197], [-2.5161, -4.1397, -1.3096], [-4.8977, -1.4562, -2.4320], [-4.6869, -2.2480, 1.0963], [5.4241, 0.4415, -1.1548], [1.5084, 0.6985, 2.6757], [-2.0567, -0.2735, 2.1343], [-1.1395, 5.7574, -0.1121], [-1.4371, 4.4129, 0.0260], [-2.8986, -3.9335, -2.3034], [-2.7169, -1.2875, -3.6061], [-2.8428, -1.0208, 2.2181], [-5.2044, 0.2106, 0.0416], [-3.6804, 0.7097, -2.5331], [-5.0981, 0.3262, 1.7895], [4.3165, 2.4847, -0.3566], [1.4673, 0.7196, -0.1572], [-2.6303, -1.3217, -0.6907], [0.2113, -2.0163, -1.4339], [-5.5537, -1.0423, -1.6741], [-4.1740, -3.2021, 1.1651], [-3.3645, -4.3036, -0.6509], [-2.3935, -1.9807, 2.4473], [6.5660, 0.9273, -0.7840], [-1.9371, -3.7130, 1.2477], [1.1568, 5.1904, -0.4952], [-4.5121, 0.2170, 0.8783], [-5.3762, -2.2901, 0.2596], [-1.7020, -0.8996, -3.5910], [-0.4627, -4.2974, 0.5017], [4.2135, 1.2290, -1.0633], [-1.9440, -5.0639, -1.3644], [-3.2048, -0.9206, -4.5076], [6.6968, 2.1368, -0.2653]],
  "atomic_forces_ev_per_a": [[0.0, 0.0, 0.0], [-0.4, 0.9, -1.1], [-0.3, 0.0, 0.4], [0.0, 0.0, -0.1], [0.2, 0.1, 0.1], [-0.1, 0.1, 0.1], [-0.2, -0.2, -0.1], [0.5, 0.5, 0.2], [-0.1, 0.0, -0.1], [-2.5, -1.0, 0.3], [0.5, 0.7, 0.0], [-0.2, 0.6, 0.3], [-0.3, 0.3, 0.3], [0.0, 0.1, 0.0], [-0.2, 0.4, -0.1], [0.0, 0.1, 0.1], [-0.1, 0.0, -0.1], [0.0, -0.1, 0.0], [0.1, -0.1, 0.1], [-0.1, 0.0, 0.1], [-0.1, 0.2, 0.0], [0.1, 0.0, 0.0], [0.0, -0.1, -0.2], [0.1, 0.0, 0.0], [0.6, 0.5, 0.1], [0.0, 0.0, 0.0], [0.1, -0.1, -0.1], [0.0, -0.1, 0.0], [-0.1, 0.0, -0.6], [0.1, 0.0, 0.2], [0.0, 0.1, 0.1], [-0.1, 0.1, 0.0], [0.1, 0.1, -0.2], [-0.2, 0.3, 0.1], [0.1, 0.1, 0.0], [0.0, 0.0, -0.2], [0.6, 0.7, 0.6], [0.0, 0.1, -0.1], [0.1, -0.3, -0.1], [0.2, -1.9, 0.4], [-0.1, 0.1, 0.1], [0.0, 0.2, 0.3], [0.1, -0.9, 0.0], [0.3, -0.1, -0.5], [-0.4, 0.5, 0.0], [-0.1, 0.0, 0.0], [0.1, -0.1, 0.0], [-0.1, 0.2, -0.3], [-0.1, -0.3, 0.0], [-0.1, 0.0, 0.1], [0.9, 0.2, 0.1], [-0.6, 0.6, -0.1], [0.1, -0.2, 0.7], [0.3, -0.3, -0.7], [-0.7, 0.5, 0.0], [-0.1, 0.5, 0.2], [0.1, 0.1, 0.1], [0.1, -0.1, 0.0], [-0.4, -0.3, 0.2], [-0.1, -0.1, -0.2], [0.1, -0.1, 0.3], [0.2, -0.1, -0.2], [-0.1, 0.1, -0.1], [0.2, 0.0, 0.2], [0.0, 0.0, 0.1], [-0.3, -1.1, -0.6], [2.4, 0.4, -1.0], [-1.8, -2.0, -0.5], [0.1, -0.1, -0.1], [-0.2, 0.0, 0.1], [0.0, -0.2, 0.1], [-0.1, -0.2, 0.1], [0.1, 0.0, 0.0], [0.7, -1.2, -0.4], [-0.1, -0.1, 0.2], [-0.1, -0.3, 0.1], [0.1, -0.1, -0.2], [-0.2, -0.1, -0.1], [0.2, 0.0, -0.1], [0.1, -0.1, -0.1], [1.8, 1.0, 1.5], [0.2, 0.0, 0.1], [-0.1, 0.1, -0.1], [-0.9, 1.3, 0.3]]
}

{
  "formula": "C12H17BrF7N5O2P2S2Sc",
  "method": "wB97M-V/def2-TZVPD",
  "de_lowest_kj_mol": 69.0,
  "energy_ha": -6405.012213,
  "multiplicity": 2,
  "s2": 0.79,
  "charge": 0,
  "homo_ev": [-8.68, -8.70],
  "gap_ev": [7.66, 5.71],
  "species": ["F", "C", "S", "H", "H", "O", "P", "H", "H", "H", "C", "C", "N", "H", "C", "N", "N", "C", "C", "F", "N", "H", "P", "C", "C", "F", "C", "H", "H", "C", "H", "H", "N", "F", "H", "H", "H", "H", "C", "F", "C", "O", "Sc", "H", "S", "F", "Br", "H", "F"],
  "coordinates": [[0.7588, 1.9553, 2.7744], [-1.8965, -2.1043, 1.1658], [-2.7370, -0.8707, 0.3706], [-1.7367, -1.7029, -3.0550], [2.1849, 1.2998, -2.4073], [-0.0316, 0.2286, -2.8484], [0.5472, -0.7126, -1.8420], [0.4698, -2.8216, -2.9176], [2.8348, 0.8560, -0.9713], [-3.3161, 2.4199, -2.0173], [-1.4210, -1.9617, 2.4920], [-3.4281, 2.8895, 1.3165], [-1.5231, -2.3129, -2.2713], [0.1479, -2.9605, -1.1802], [-0.0762, -2.3759, -2.0743], [-0.6441, -4.1415, 3.6696], [-1.3230, 2.0316, 0.6422], [-3.8827, 2.8683, 0.0093], [-0.9871, -3.1781, 3.1518], [2.9326, 0.5493, 0.9965], [-1.5454, -4.2832, -0.1877], [1.2205, 2.7034, -1.2118], [3.2616, -0.8072, 2.0000], [1.4346, 2.7334, -0.1357], [2.3424, -0.7740, -2.1974], [3.3946, 0.2039, 3.2028], [-1.7025, -3.3435, 0.4547], [2.5169, -1.0004, -3.2473], [2.9154, -1.4245, -1.5432], [-1.7418, 2.0229, -0.6274], [-1.7384, 2.5063, 2.6065], [-4.8894, 3.1873, -0.2250], [2.8287, 0.6249, -1.9744], [3.3731, -2.0723, 2.9305], [2.5063, 2.9450, -0.0135], [-1.8851, -3.2400, -2.4731], [-1.0379, 1.6620, -1.3656], [-2.4323, -1.2955, -0.8960], [-2.1391, 2.4729, 1.5989], [3.0000, -1.7274, 0.7028], [-3.0152, 2.4372, -0.9806], [0.4784, -0.3453, -0.3648], [0.7362, 0.9940, 1.1905], [0.9114, 3.6073, 0.2559], [-1.2842, -0.5030, 3.2594], [4.8019, -0.7100, 1.6515], [-4.5362, 3.4646, 2.7247], [3.7733, 0.7727, -2.3488], [1.5794, -0.7673, 2.2100]],
  "atomic_forces_ev_per_a": [[-0.2, 0.1, 0.5], [0.4, -0.9, 0.1], [-0.3, 0.5, 0.1], [0.1, -0.1, -0.1], [0.0, -0.1, 0.0], [0.1, -0.1, 0.2], [-0.2, 0.5, 0.1], [-0.1, 0.0, 0.0], [0.0, 0.0, 0.2], [0.0, 0.0, 0.0], [0.0, -0.4, -0.4], [0.0, 0.0, 0.0], [-0.1, 0.2, -0.4], [0.1, 0.0, -0.2], [0.2, -0.3, -0.1], [0.1, -0.3, 0.1], [0.0, -0.2, 0.1], [0.0, 0.0, 0.0], [-0.2, 0.5, -0.2], [0.3, -0.1, -0.2], [-0.1, -0.3, 0.2], [-0.1, 0.1, -0.1], [-0.1, -0.2, 0.2], [0.3, -0.5, 0.1], [0.3, 0.1, -0.2], [0.1, 0.0, 0.0], [-0.2, 0.4, 0.5], [0.0, -0.1, 0.0], [-0.1, -0.1, 0.0], [-0.1, 0.1, 0.1], [0.0, -0.1, -0.1], [0.0, 0.0, 0.0], [0.3, 0.2, -0.1], [0.0, 0.1, -0.1], [0.0, 0.0, 0.0], [0.0, 0.1, 0.1], [0.0, 0.0, -0.1], [0.0, -0.3, 0.0], [0.2, 0.1, 0.0], [0.0, 0.0, -0.1], [0.1, 0.0, 0.0], [-0.3, -0.3, -0.3], [-0.1, 1.2, -0.5], [0.0, 0.0, 0.0], [-0.1, 0.2, 0.2], [-0.1, 0.0, -0.1], [0.0, 0.0, 0.0], [-0.3, 0.0, 0.2], [0.1, -0.3, 0.1]]
}

{
  "formula": "C18H15Cl3F4N5V",
  "method": "wB97M-V/def2-TZVPD",
  "de_lowest_kj_mol": 94.2,
  "energy_ha": -3692.128815,
  "multiplicity": 3,
  "s2": 2.08,
  "charge": 2,
  "homo_ev": [-14.95, -14.97],
  "gap_ev": [7.07, 7.73],
  "species": ["C", "Cl", "H", "N", "C", "H", "C", "C", "N", "H", "C", "N", "N", "C", "H", "Cl", "C", "H", "H", "F", "C", "H", "F", "H", "H", "H", "C", "C", "C", "H", "C", "C", "H", "F", "H", "C", "Cl", "N", "C", "H", "C", "H", "V", "C", "C", "F"],
  "coordinates": [[-2.3607, 1.1597, -0.7320], [-0.3900, -5.5157, 1.2530], [1.5765, -1.1965, 1.6306], [-0.0364, -2.3477, -0.2138], [-1.1895, 2.1550, -0.6730], [-2.4260, -0.1352, -3.1760], [0.0622, -3.4893, -0.2833], [-1.0562, 0.2251, 3.9890], [3.1541, -2.0787, 4.5467], [-3.0390, -1.3008, 0.2250], [3.3532, 1.4891, -2.1816], [-1.8491, -0.1740, -1.1278], [-0.2734, -0.2404, 1.7847], [2.2099, -1.5450, 4.1705], [-2.0672, 0.7251, 2.1690], [-1.0222, -5.4355, -1.6075], [1.2183, 1.9276, -1.0818], [-2.5646, -2.1639, -1.2500], [-2.8340, 1.0489, 0.2420], [1.8592, -0.2855, -1.5871], [-2.8775, -1.2020, -0.8484], [-1.1753, 2.7925, -1.5570], [4.1975, 0.5948, -2.6740], [-3.1247, 1.5113, -1.4289], [-3.8255, -0.9327, -1.3199], [-1.8239, 0.6532, 4.6175], [3.6311, 2.8420, -2.2435], [2.1765, 1.0610, -1.6094], [1.5202, 3.2899, -1.1516], [0.2046, -0.4351, 5.6109], [-1.5181, -0.2105, -2.5731], [0.1256, -4.9388, -0.3481], [-1.3002, 2.8112, 0.1913], [2.9444, 5.0271, -1.7526], [-0.8587, 0.6117, -2.8444], [0.8230, -0.8043, 2.3123], [1.7657, -5.4547, -0.7235], [0.0397, 1.3712, -0.5766], [0.0655, -0.3738, 4.5397], [4.5491, 3.1984, -2.6906], [1.0297, -0.9013, 3.6784], [-1.0308, -1.1572, -2.8146], [-0.0613, -0.3573, -0.1648], [-1.1950, 0.2696, 2.6146], [2.7072, 3.7294, -1.7246], [0.6864, 4.1818, -0.6159]],
  "atomic_forces_ev_per_a": [[0.2, 0.3, 0.0], [0.1, 0.1, -0.2], [0.0, 0.0, 0.0], [0.2, -2.0, -0.3], [-0.3, 0.0, -0.1], [0.0, 0.0, 0.0], [0.0, 0.6, 0.0], [0.0, 0.0, 0.0], [-0.1, 0.0, 0.0], [0.0, 0.1, 0.0], [0.0, -0.1, 0.0], [-0.8, -0.2, -0.2], [-0.2, -0.1, 1.4], [0.2, -0.1, 0.1], [0.0, 0.0, -0.1], [0.2, 0.1, 0.2], [0.6, 0.4, -0.4], [0.1, 0.0, 0.0], [0.0, 0.0, 0.0], [-0.2, 0.0, 0.3], [-0.2, -0.1, 0.0], [0.1, 0.0, 0.0], [0.0, 0.0, 0.0], [-0.1, -0.1, 0.0], [0.0, 0.0, 0.0], [0.0, 0.0, 0.0], [-0.1, 0.0, 0.0], [-0.1, 0.2, 0.0], [-0.1, -0.1, 0.2], [0.0, 0.0, 0.0], [-0.1, 0.0, -0.2], [-0.1, -1.0, 0.1], [0.0, 0.0, 0.0], [0.0, 0.0, 0.0], [0.0, 0.0, 0.1], [0.1, 0.0, 0.3], [-0.2, 0.2, 0.0], [0.2, 1.8, -0.3], [0.0, 0.0, -0.1], [0.0, 0.0, 0.0], [-0.1, 0.1, 0.0], [0.0, 0.0, 0.0], [0.8, -0.1, -0.7], [-0.1, 0.0, 0.2], [0.0, -0.1, 0.0], [0.0, 0.0, 0.0]]
}

{
  "formula": "C15H16N2O4S2",
  "method": "wB97M-V/def2-TZVPD",
  "de_lowest_kj_mol": 1603.3,
  "energy_ha": -1787.488799,
  "charge": 0,
  "homo_ev": -8.10,
  "gap_ev": 7.88,
  "species": ["H", "H", "C", "C", "C", "S", "O", "N", "H", "N", "S", "H", "C", "H", "O", "C", "C", "H", "O", "H", "O", "C", "C", "H", "C", "H", "C", "C", "H", "C", "H", "H", "C", "C", "H", "H", "C", "H", "H"],
  "coordinates": [[1.6492, 3.4710, 0.3890], [-1.4403, -6.2722, 0.4302], [1.2310, 0.1751, 3.2143], [-1.1586, 2.5526, -1.4985], [0.8257, -1.3903, 0.0124], [-0.7938, 3.1939, 1.1477], [2.4983, 0.0847, 0.2209], [-0.1888, 3.2168, -0.4245], [1.6033, 2.2913, -2.3222], [0.9568, 0.7559, -1.0391], [1.1915, 1.8409, 2.6683], [-1.0991, 0.4146, -0.8802], [-0.4789, -3.3246, -0.9739], [-1.8010, 0.2008, 1.8435], [-0.3383, 4.2881, 2.0139], [-1.0534, -5.2706, -0.3600], [-0.1252, -0.4070, 2.9901], [-2.0359, 2.3488, -1.1858], [-0.9699, -3.8270, -2.1417], [0.0255, -4.0113, 1.0994], [-2.3157, 2.9630, 0.9708], [-1.4515, -5.1211, -1.6110], [0.0608, -1.9080, -1.0928], [-0.1632, -1.5979, -2.0378], [-0.4406, 0.9292, -1.5396], [-0.8683, 2.9658, -2.5740], [-0.4390, -4.1988, 0.2321], [1.4810, -0.1734, -0.3492], [2.5625, 2.0031, -0.9755], [1.0105, 3.3597, -0.5252], [-0.4461, 0.6216, -2.7167], [-0.5167, -1.2910, 3.1677], [-0.7983, 0.5579, 1.9450], [1.5571, 2.2261, -1.2131], [1.8136, -0.2825, 3.6573], [0.9068, -1.7490, 0.8974], [-0.1128, 1.7807, 2.0268], [-1.9347, -5.6282, -2.4404], [1.5964, 4.2115, -1.0254]],
  "atomic_forces_ev_per_a": [[-1.4, -0.4, 0.3], [1.3, 3.0, -3.1], [-15.2, 6.5, -7.6], [12.3, -1.0, -2.9], [-4.5, 0.7, -11.4], [-5.2, 0.4, 1.0], [4.3, 0.1, 1.8], [-16.8, 0.0, 2.9], [-0.5, 0.3, 0.5], [-5.0, 8.0, -4.4], [12.1, -1.2, 6.2], [-0.6, -1.0, -0.1], [2.3, 2.1, 2.5], [-0.7, 1.1, -1.2], [-0.2, -1.0, -2.1], [-2.7, -6.2, 4.6], [4.8, 9.1, -4.9], [-6.2, -0.3, 2.1], [-0.7, -2.2, 4.5], [1.3, 0.5, 2.9], [5.2, 0.6, 0.5], [0.3, 1.5, -3.9], [1.6, -3.8, 6.6], [0.2, 1.9, -2.2], [0.0, 0.9, -2.8], [-1.3, -0.4, 2.6], [-1.4, 3.3, -8.3], [0.3, -0.8, 3.5], [1.3, 0.4, 0.5], [14.6, 1.9, -0.9], [-0.5, 0.4, 2.9], [-1.4, -4.3, 1.1], [1.7, -2.6, 5.4], [3.1, -6.0, -3.2], [10.9, -7.0, 7.8], [0.7, -2.6, 5.4], [-12.5, -1.7, -7.5], [0.1, -0.4, 0.8], [-1.6, 0.1, -0.3]]
}

{
  "formula": "C2H3N4",
  "method": "wB97M-V/def2-TZVPD",
  "de_lowest_kj_mol": 206.7,
  "energy_ha": -296.452905,
  "multiplicity": 3,
  "s2": 2.02,
  "charge": 1,
  "homo_ev": [-17.23, -17.75],
  "gap_ev": [11.57, 7.44],
  "species": ["N", "H", "H", "C", "N", "N", "C", "H", "N"],
  "coordinates": [[3.3747, -1.0357, -0.0196], [-0.5794, -0.8904, 0.0029], [-0.1714, 0.8012, -0.8615], [0.0702, 0.0121, -0.0398], [3.0889, -1.8540, -0.9886], [1.3580, -0.5647, -0.2127], [1.8619, -1.5386, -0.9848], [0.2708, 0.6332, 0.9072], [2.4273, -0.2229, 0.3547]],
  "atomic_forces_ev_per_a": [[2.0, -0.1, 2.2], [-0.3, 1.3, 0.2], [0.4, -1.8, 1.1], [-0.7, 1.9, 0.6], [0.7, 1.1, 0.6], [1.8, -1.7, -0.9], [-5.1, -3.1, -4.8], [-1.2, -1.1, -1.1], [2.4, 3.5, 2.0]]
}

{
  "formula": "C4H7NO",
  "method": "wB97M-V/def2-TZVPD",
  "de_lowest_kj_mol": 165.4,
  "energy_ha": -286.568653,
  "charge": 0,
  "homo_ev": -10.51,
  "gap_ev": 10.96,
  "species": ["H", "H", "C", "H", "C", "N", "H", "C", "H", "H", "H", "C", "O"],
  "coordinates": [[1.4281, 0.3970, -0.1087], [0.9409, 0.3534, 2.4117], [-1.9399, 0.8211, -0.5086], [-0.7355, -0.3373, 0.8315], [-0.0815, -0.7652, -1.2436], [-2.8843, 1.4378, -0.7718], [0.5668, 1.3504, -1.4291], [0.5722, 0.4888, -0.7687], [0.3293, -1.7139, -0.9135], [1.8509, -0.8127, 2.7958], [-0.5323, -0.7712, -2.2308], [-0.7546, 0.0656, -0.1765], [1.2399, -0.5138, 2.1123]],
  "atomic_forces_ev_per_a": [[-0.2, 0.0, -0.2], [0.0, -0.1, 0.0], [-0.8, 0.5, -0.2], [-0.1, 0.1, -0.2], [0.0, -0.2, -0.1], [0.9, -0.6, 0.2], [0.0, -0.2, 0.1], [0.1, 0.1, 0.0], [-0.1, 0.2, -0.1], [-0.1, 0.0, -0.1], [0.1, 0.0, 0.2], [-0.1, 0.0, 0.1], [0.1, 0.1, 0.2]]
}

no.,maximum force (hartree/bohr)
1,0.05255
2,0.02610
3,0.03924
4,0.35361
5,0.15010
6,0.02153